No. 1
The following is a quantum chemistry calculation of a gas-phase ion, C20H31BN2O8PS (charge +1) at a distorted geometry, from the Open Molecules 2025 dataset.

Results
- molecular weight (g/mol) = 501.33
- charge = +1
- total energy (eV) = -61397.6830
- multiplicity = 1

Atoms and positions in Å:
C (3.429, -3.500, 0.619)
C (2.873, -3.455, -0.630)
C (2.236, -2.210, -1.131)
C (2.959, -1.401, -2.002)
C (4.360, -1.683, -2.447)
C (5.291, -0.481, -2.106)
C (6.493, -0.911, -1.269)
O (7.189, 0.204, -0.748)
N (2.402, -0.276, -2.498)
C (1.167, 0.120, -2.164)
N (0.670, 1.307, -2.726)
C (0.258, 1.265, -3.887)
S (-0.356, 1.290, -5.291)
C (0.411, -0.619, -1.283)
B (-1.022, 0.006, -0.948)
O (-2.098, -0.407, -1.661)
O (-1.110, 0.954, 0.021)
C (-0.193, 0.899, 1.111)
C (0.925, -1.805, -0.762)
C (0.110, -2.642, 0.211)
O (0.655, -3.294, 1.057)
O (-1.215, -2.668, 0.049)
C (-2.020, -2.457, 1.245)
C (-3.108, -1.392, 1.076)
C (-3.207, -0.404, 2.262)
P (-3.828, 1.241, 1.836)
O (-5.064, 1.508, 2.591)
O (-2.757, 2.386, 2.153)
C (-2.519, 2.604, 3.564)
C (-1.222, 3.395, 3.705)
O (-4.084, 1.284, 0.268)
C (-4.679, 2.517, -0.194)
C (-4.355, 2.737, -1.675)
H (3.035, -4.162, 1.384)
H (4.304, -2.919, 0.906)
H (2.947, -4.340, -1.258)
H (4.344, -1.766, -3.533)
H (4.731, -2.579, -1.964)
H (4.760, 0.275, -1.521)
H (5.634, 0.022, -3.009)
H (6.105, -1.484, -0.418)
H (7.202, -1.494, -1.848)
H (6.560, 0.869, -0.456)
H (2.919, 0.306, -3.149)
H (-2.735, 0.308, -1.790)
H (0.791, 1.282, 0.841)
H (-0.563, 1.523, 1.918)
H (-0.120, -0.115, 1.506)
H (-2.495, -3.411, 1.457)
H (-1.400, -2.237, 2.112)
H (-3.060, -0.898, 0.118)
H (-4.053, -1.932, 1.085)
H (-2.280, -0.346, 2.835)
H (-3.953, -0.788, 2.951)
H (-2.382, 1.637, 4.047)
H (-3.349, 3.146, 4.002)
H (-0.395, 2.744, 3.988)
H (-1.297, 4.177, 4.454)
H (-0.942, 3.824, 2.745)
H (-5.752, 2.499, -0.026)
H (-4.302, 3.367, 0.369)
H (-5.265, 2.865, -2.254)
H (-3.768, 3.643, -1.795)
H (-3.813, 1.873, -2.046)

Atomic forces in eV per Å
C 0.13 -0.18 -0.36
C 0.38 0.14 0.81
C 1.34 0.47 -0.77
C 0.00 -0.32 -0.06
C 0.01 1.16 -0.05
C 0.26 -0.11 -0.04
C -0.48 0.60 0.61
O 0.30 -0.01 -0.42
N -0.23 0.01 0.10
C -0.17 0.19 0.26
N 0.40 -0.72 -0.50
C -0.36 0.48 0.26
S 0.07 0.02 -0.17
C -0.63 -0.36 0.38
B 0.02 -0.11 0.31
O 0.50 0.71 -1.09
O -0.05 -0.31 0.13
C 0.17 0.30 0.24
C 0.53 -0.14 -0.56
C 0.16 -1.15 0.48
O 0.03 0.49 0.35
O 0.10 1.81 -0.50
C -0.53 -0.61 0.50
C -0.31 -0.34 0.32
C 0.38 -0.30 -0.64
P -1.95 0.40 1.12
O 0.08 -0.12 0.05
O 0.42 -0.48 -0.38
C 0.70 0.37 -0.03
C 0.21 -0.29 -0.15
O 0.80 0.16 -0.04
C -0.24 0.63 -0.51
C -0.24 0.00 0.50
H 1.18 -1.46 -0.56
H -1.18 1.57 0.61
H -1.86 -0.51 0.37
H 0.06 -0.51 -0.04
H -0.08 -0.23 -0.18
H -0.14 -0.03 0.07
H 0.03 -0.02 -0.07
H 0.12 -0.42 -0.14
H 0.04 -0.15 0.04
H -0.01 0.00 0.11
H 0.13 -0.01 0.03
H -0.37 -0.22 0.40
H 0.10 -0.13 -0.16
H -0.19 0.08 -0.18
H 0.18 -0.09 -0.05
H 0.09 -0.15 -0.02
H 0.43 0.01 -0.22
H 0.15 -0.05 0.09
H -0.12 0.04 -0.31
H 0.15 0.19 -0.14
H -0.07 0.20 0.18
H -0.36 -0.04 0.19
H -0.27 -0.19 -0.08
H 0.04 -0.02 0.11
H -0.04 0.09 0.00
H -0.16 0.28 -0.01
H -0.06 -0.34 0.10
H 0.16 -0.15 0.26
H -0.04 -0.14 -0.13
H 0.25 -0.09 -0.15
H 0.05 0.08 -0.27

Atom charges from the Löwdin analysis, given in e for atoms 1 to 2:
1 C 0.07
2 C -0.12



No. 2
The following is a quantum chemistry calculation of C4H5NO2 in the gas phase at a distorted geometry, from the Open Molecules 2025 dataset.

Results
- molecular weight (g/mol) = 99.09
- charge = 0
- total energy (eV) = -9812.0259
- multiplicity = 1

Atoms and positions in Å:
O (-2.145, -0.301, 0.041)
C (-1.013, -0.024, 0.050)
N (-0.457, 1.195, -0.100)
C (0.841, 1.306, 0.025)
C (1.549, 0.245, -0.056)
C (1.248, -1.114, -0.023)
O (-0.187, -1.194, -0.013)
H (-1.288, 1.743, -0.050)
H (1.333, 2.280, 0.209)
H (2.711, 0.267, 0.354)
H (1.648, -1.554, 0.876)
H (1.703, -1.623, -0.884)

Atomic forces in eV per Å
O -3.45 0.61 0.52
C 3.04 -4.22 -1.43
N -4.98 -1.19 0.10
C 2.94 3.76 0.38
C 8.38 0.41 2.37
C -2.12 -1.52 -0.78
O -0.40 0.54 0.20
H 0.53 2.01 -0.04
H -0.73 -0.61 -0.21
H -2.69 0.92 -1.58
H 0.00 -0.43 0.41
H -0.53 -0.29 0.06

Atom charges from the natural (NBO) analysis, given in e for atoms 1 to 2:
1 O -0.57
2 C 0.89



No. 3
The following is a quantum chemistry calculation of 13 unconnected molecules or ions with the total composition C48H96Cl24F3N3O2PS3 at a distorted geometry, from the Open Molecules 2025 dataset.

Results
- molecular weight (g/mol) = 1782.36
- charge = +1
- total energy (eV) = -410382.0067
- multiplicity = 1

Atoms and positions in Å:
C (5.665, -1.437, 4.675)
C (4.424, -1.534, 5.596)
C (4.356, -0.350, 6.587)
C (3.826, 0.941, 5.921)
C (4.786, 2.138, 6.188)
C (2.429, 1.348, 6.439)
O (2.028, 2.658, 6.056)
C (1.682, 2.874, 4.676)
C (0.436, 3.792, 4.703)
C (2.829, 3.631, 3.962)
C (3.369, 4.840, 4.751)
C (3.179, 6.147, 3.969)
S (4.443, 6.425, 2.698)
C (1.434, 1.558, 3.897)
C (0.760, 1.767, 2.545)
C (1.118, 0.684, 1.505)
C (2.261, 1.133, 0.589)
S (3.791, 1.080, 1.573)
C (5.191, 1.289, 0.433)
S (6.013, -0.029, -0.034)
N (5.512, 2.615, 0.188)
C (6.908, 2.861, -0.231)
C (7.330, 4.313, 0.076)
C (4.528, 3.313, -0.685)
C (4.300, 2.654, -2.049)
N (0.769, 0.457, 4.743)
C (-0.732, 0.384, 4.620)
C (-1.210, -0.662, 3.603)
C (-2.461, -0.244, 2.890)
F (-2.950, -1.217, 2.168)
F (-3.393, 0.122, 3.751)
F (-2.278, 0.786, 2.076)
C (1.201, 0.469, 6.198)
P (1.313, -1.309, 6.804)
N (1.219, -0.900, 8.461)
O (-0.260, -1.756, 6.570)
H (6.237, -0.520, 4.864)
H (5.383, -1.407, 3.617)
H (6.342, -2.284, 4.811)
H (4.426, -2.480, 6.141)
H (3.544, -1.475, 4.945)
H (5.375, -0.195, 6.949)
H (3.738, -0.612, 7.457)
H (3.856, 0.769, 4.837)
H (4.392, 2.821, 6.948)
H (4.984, 2.710, 5.279)
H (5.754, 1.782, 6.547)
H (2.504, 1.373, 7.535)
H (0.554, 4.521, 5.505)
H (0.375, 4.339, 3.759)
H (-0.507, 3.255, 4.816)
H (3.620, 2.918, 3.699)
H (2.453, 4.006, 3.002)
H (4.445, 4.726, 4.909)
H (2.870, 4.947, 5.715)
H (2.194, 6.160, 3.494)
H (3.299, 7.007, 4.632)
H (4.489, 5.201, 2.156)
H (2.415, 1.148, 3.636)
H (1.183, 2.709, 2.171)
H (-0.314, 1.942, 2.604)
H (1.433, -0.240, 2.012)
H (0.231, 0.452, 0.903)
H (2.039, 2.131, 0.195)
H (2.357, 0.454, -0.265)
H (7.540, 2.168, 0.327)
H (7.056, 2.620, -1.290)
H (6.497, 4.870, 0.516)
H (8.176, 4.339, 0.765)
H (7.622, 4.841, -0.838)
H (4.906, 4.327, -0.826)
H (3.586, 3.366, -0.133)
H (4.058, 3.431, -2.773)
H (3.513, 1.896, -2.006)
H (5.211, 2.137, -2.376)
H (1.141, -0.430, 4.379)
H (-1.110, 1.380, 4.400)
H (-1.148, 0.101, 5.584)
H (-1.473, -1.567, 4.160)
H (-0.429, -0.965, 2.906)
H (0.395, 0.958, 6.757)
H (0.406, -1.362, 8.871)
H (2.027, -1.315, 8.925)
H (-0.252, -2.549, 6.020)
Cl (-2.043, 0.634, -5.179)
C (-3.740, 0.082, -5.179)
C (-4.619, 0.917, -6.072)
Cl (-4.841, 2.574, -5.452)
H (-4.092, 0.103, -4.149)
H (-3.740, -0.948, -5.534)
H (-5.609, 0.468, -6.129)
H (-4.212, 0.994, -7.077)
Cl (-7.621, -1.320, -6.793)
C (-9.134, -0.378, -6.648)
C (-9.187, 0.751, -7.646)
Cl (-7.974, 2.004, -7.276)
H (-9.192, -0.007, -5.629)
H (-9.956, -1.071, -6.821)
H (-10.167, 1.225, -7.604)
H (-9.008, 0.398, -8.658)
Cl (-6.835, -3.821, -10.282)
C (-6.376, -4.284, -8.621)
C (-6.765, -5.700, -8.295)
Cl (-8.538, -5.904, -8.194)
H (-6.845, -3.577, -7.941)
H (-5.293, -4.188, -8.549)
H (-6.362, -5.978, -7.324)
H (-6.395, -6.401, -9.040)
Cl (8.196, 8.882, -2.680)
C (9.198, 9.119, -1.220)
C (8.990, 8.018, -0.213)
Cl (7.358, 8.062, 0.509)
H (8.952, 10.092, -0.803)
H (10.235, 9.127, -1.545)
H (9.703, 8.129, 0.603)
H (9.125, 7.040, -0.668)
Cl (13.122, 10.535, -3.202)
C (14.165, 10.799, -1.781)
C (13.985, 9.716, -0.749)
Cl (12.364, 9.785, -0.002)
H (13.928, 11.779, -1.372)
H (15.196, 10.800, -2.130)
H (14.712, 9.838, 0.052)
H (14.103, 8.728, -1.187)
Cl (-7.397, -9.111, -4.382)
C (-7.256, -9.092, -6.163)
C (-5.826, -9.244, -6.612)
Cl (-4.826, -7.828, -6.176)
H (-7.695, -8.162, -6.516)
H (-7.846, -9.923, -6.544)
H (-5.797, -9.337, -7.697)
H (-5.356, -10.118, -6.170)
Cl (-7.079, -13.050, -1.506)
C (-7.321, -11.305, -1.240)
C (-6.595, -10.803, -0.020)
Cl (-7.285, -11.433, 1.498)
H (-8.391, -11.125, -1.168)
H (-6.938, -10.792, -2.120)
H (-6.670, -9.717, 0.029)
H (-5.544, -11.081, -0.041)
Cl (0.915, -3.165, 2.899)
C (0.468, -3.859, 1.302)
C (1.669, -4.425, 0.596)
Cl (2.805, -3.143, 0.124)
H (0.002, -3.064, 0.724)
H (-0.268, -4.638, 1.493)
H (1.344, -4.933, -0.311)
H (2.205, -5.131, 1.225)
Cl (-7.524, -8.613, -10.242)
C (-8.691, -7.698, -11.238)
C (-8.756, -8.221, -12.649)
Cl (-7.250, -7.907, -13.549)
H (-8.394, -6.652, -11.211)
H (-9.663, -7.799, -10.758)
H (-9.560, -7.717, -13.182)
H (-8.936, -9.293, -12.669)
Cl (2.585, 5.063, -4.108)
C (0.863, 5.064, -4.565)
C (-0.050, 5.012, -3.368)
Cl (0.038, 3.427, -2.544)
H (0.693, 4.209, -5.215)
H (0.686, 5.977, -5.132)
H (-1.078, 5.131, -3.706)
H (0.176, 5.786, -2.638)
Cl (-4.012, 4.902, 5.978)
C (-4.596, 4.351, 4.388)
C (-3.472, 3.797, 3.551)
Cl (-2.318, 5.062, 3.051)
H (-5.080, 5.190, 3.895)
H (-5.333, 3.570, 4.567)
H (-3.868, 3.349, 2.642)
H (-2.922, 3.041, 4.107)
Cl (-6.397, -8.615, 6.165)
C (-7.724, -8.014, 5.139)
C (-7.745, -8.677, 3.786)
Cl (-6.339, -8.217, 2.791)
H (-7.611, -6.936, 5.050)
H (-8.656, -8.229, 5.660)
H (-8.637, -8.369, 3.241)
H (-7.742, -9.761, 3.869)

Atomic forces in eV per Å
C -0.04 0.13 -0.10
C 0.33 0.59 -0.22
C -0.28 -0.50 -0.34
C 0.75 0.45 0.19
C 0.09 -0.13 0.06
C -0.07 -0.08 -0.16
O 0.10 -0.34 -0.13
C -0.53 0.54 0.01
C 0.48 -0.12 -0.37
C 0.09 -0.17 0.01
C 0.05 0.34 -0.45
C 0.04 -0.33 0.01
S 0.25 0.19 -0.16
C 0.40 0.08 -0.13
C 0.20 0.29 -0.27
C -0.08 0.04 0.17
C -0.19 -0.35 -0.39
S -0.10 0.11 -0.14
C -0.14 0.50 0.03
S 0.09 0.04 0.15
N 0.42 -0.81 -0.71
C 0.18 0.15 0.18
C -0.24 -0.07 -0.30
C -0.17 0.14 0.40
C 0.46 -0.17 0.28
N 0.01 -0.09 -0.15
C -0.62 0.05 0.07
C 0.44 -0.22 0.69
C 0.71 0.09 0.24
F -0.44 -1.34 -0.84
F -0.89 0.38 1.05
F 0.38 0.99 -0.67
C -0.28 -0.18 0.09
P 0.13 0.25 0.14
N 0.34 -0.73 0.14
O 0.01 -0.03 -0.31
H -0.06 -0.16 0.02
H 0.04 -0.08 0.14
H -0.06 0.12 0.01
H -0.19 0.05 -0.15
H -0.07 -0.38 0.23
H -0.19 0.08 0.22
H 0.18 0.07 -0.01
H -0.22 -0.01 0.15
H 0.02 -0.06 -0.16
H -0.11 -0.04 0.21
H -0.09 -0.01 -0.07
H 0.06 0.17 -0.17
H -0.12 -0.12 -0.01
H -0.10 -0.06 0.14
H 0.07 0.07 0.30
H -0.09 0.23 0.16
H 0.05 -0.16 0.10
H -0.23 -0.02 0.27
H 0.10 -0.20 0.03
H 0.03 0.23 0.22
H -0.20 -0.04 -0.11
H -0.15 -0.14 0.04
H -0.20 -0.05 0.42
H -0.23 -0.15 0.08
H 0.12 -0.05 0.10
H -0.12 -0.02 -0.20
H 0.20 0.02 0.00
H 0.10 -0.11 0.11
H 0.05 0.01 0.19
H -0.17 0.04 -0.08
H -0.08 -0.01 0.09
H 0.25 -0.04 0.05
H -0.14 0.03 -0.01
H -0.03 -0.03 0.14
H -0.11 -0.07 0.15
H 0.13 0.27 -0.04
H -0.13 -0.33 0.01
H -0.02 0.19 -0.10
H -0.13 0.16 -0.05
H -0.09 0.20 -0.23
H 0.20 -0.07 -0.09
H 0.29 0.14 -0.02
H 0.02 0.06 -0.19
H -0.25 0.26 -0.20
H 0.08 -0.08 -0.11
H -0.02 0.32 -0.03
H -0.13 0.23 0.14
H -0.19 -0.13 0.15
Cl 0.03 0.02 0.03
C -0.07 -0.04 0.06
C -0.08 -0.04 -0.09
Cl 0.06 0.04 0.04
H 0.03 0.03 -0.05
H 0.01 0.02 -0.02
H 0.02 0.02 0.01
H 0.03 0.02 0.03
Cl 0.00 0.01 0.06
C -0.13 0.01 0.01
C -0.02 0.00 -0.02
Cl 0.00 -0.02 -0.02
H 0.05 0.00 -0.01
H 0.04 -0.01 -0.05
H 0.02 0.00 0.03
H 0.04 0.00 0.03
Cl -0.03 -0.01 0.01
C 0.05 0.03 0.05
C 0.05 -0.03 -0.02
Cl -0.05 0.04 0.03
H -0.02 -0.04 -0.07
H -0.01 -0.01 -0.04
H -0.01 0.06 0.01
H -0.06 0.02 -0.01
Cl -0.02 0.00 0.02
C -0.03 0.03 -0.08
C 0.09 -0.02 0.03
Cl -0.02 -0.04 0.01
H -0.04 -0.02 -0.01
H 0.00 -0.02 -0.02
H -0.01 0.03 -0.01
H -0.04 0.00 -0.01
Cl -0.01 0.01 0.00
C 0.05 0.03 -0.01
C 0.08 -0.04 -0.01
Cl 0.07 -0.01 0.12
H -0.03 -0.02 -0.01
H -0.02 -0.03 -0.01
H -0.04 0.04 0.00
H -0.04 0.01 -0.01
Cl -0.04 0.02 0.02
C -0.02 0.01 -0.07
C -0.01 -0.06 -0.10
Cl 0.07 -0.07 0.06
H 0.02 0.00 0.02
H 0.02 -0.02 0.04
H 0.00 0.05 0.01
H -0.02 0.03 0.03
Cl -0.01 0.01 0.01
C -0.04 0.04 -0.03
C 0.09 0.14 -0.01
Cl -0.06 -0.13 -0.01
H 0.01 -0.04 0.03
H 0.02 -0.02 -0.01
H -0.02 -0.01 0.01
H -0.03 -0.05 0.01
Cl 0.15 -0.12 0.12
C -0.18 -0.01 -0.07
C 0.04 -0.04 -0.01
Cl 0.08 0.09 -0.01
H 0.04 0.03 0.02
H 0.05 -0.01 0.06
H -0.01 0.03 0.00
H -0.01 0.02 0.00
Cl 0.06 -0.13 -0.01
C -0.08 0.12 0.02
C -0.04 -0.02 -0.02
Cl 0.00 -0.01 0.00
H 0.04 -0.02 0.00
H 0.02 -0.03 0.00
H 0.02 0.02 0.01
H 0.03 0.01 0.01
Cl -0.03 0.10 -0.04
C -0.05 -0.02 -0.08
C -0.13 0.02 -0.10
Cl 0.05 0.02 0.09
H 0.03 0.00 0.02
H -0.02 0.02 0.07
H 0.00 -0.03 0.03
H 0.08 -0.05 0.00
Cl 0.00 0.00 0.01
C -0.05 -0.01 0.00
C -0.04 -0.05 -0.06
Cl -0.04 -0.01 -0.05
H 0.04 0.02 0.03
H 0.02 0.00 0.00
H -0.02 0.01 -0.02
H 0.04 0.00 0.01
Cl 0.01 0.01 0.00
C -0.06 0.04 0.00
C -0.08 -0.07 0.00
Cl 0.05 0.09 -0.02
H 0.03 -0.02 0.00
H 0.02 -0.03 -0.01
H 0.02 0.02 0.00
H 0.05 0.02 0.00

Atom charges from the Löwdin analysis, given in e for atoms 1 to 2:
1 C -0.08
2 C -0.27



No. 4
The following is a quantum chemistry calculation of C7H12N2 in the gas phase at a distorted geometry, from the Open Molecules 2025 dataset.

Results
- molecular weight (g/mol) = 124.19
- charge = 0
- total energy (eV) = -10426.2258
- multiplicity = 1

Atoms and positions in Å:
C (-1.208, -0.013, 1.505)
N (-0.571, -1.314, 0.998)
C (0.750, -1.116, 0.493)
C (1.140, 0.162, 1.415)
C (-0.123, 0.937, 1.144)
C (-0.268, 0.908, -0.451)
C (-0.255, 1.150, -2.030)
N (-0.080, -0.246, -2.385)
C (0.785, -0.295, -0.967)
H (-2.200, 0.260, 1.218)
H (-1.365, 0.004, 2.658)
H (-0.891, -2.277, 1.650)
H (1.558, -1.975, 0.350)
H (2.178, 0.614, 1.368)
H (1.257, -0.415, 2.484)
H (0.058, 1.844, 1.807)
H (-1.199, 0.047, -0.503)
H (0.623, 1.566, -2.306)
H (-1.290, 1.741, -2.274)
H (-0.857, -0.900, -2.252)
H (1.761, 0.010, -1.143)

Atomic forces in eV per Å
C 1.24 -1.41 3.89
N -3.65 -4.01 2.24
C 2.74 0.74 -1.89
C 2.48 -3.99 1.59
C 1.45 2.96 0.03
C -0.28 -5.71 -1.58
C -5.99 1.17 1.83
N 2.18 -1.06 1.92
C -5.13 0.31 2.59
H -0.45 -0.24 -1.27
H 0.75 -0.49 -1.43
H 1.82 3.98 -2.79
H -2.24 1.36 1.23
H -1.45 -0.03 -0.82
H -0.89 1.81 -2.07
H -1.30 -0.48 -1.30
H 1.99 2.90 -0.11
H 2.31 2.22 -1.23
H 2.72 -1.43 -0.43
H -0.13 0.84 0.20
H 1.82 0.57 -0.60

Atom charges from the natural (NBO) analysis, given in e for atoms 1 to 2:
1 C -0.22
2 N -0.70